# 1
Below is a 10-piece molecular cluster, C54H119F6N14O8P overall in a non-equilibrium geometry, with properties calculated with ωB97M-V/def2-TZVPD.

Element x y z (Å)
P (-21.7111, 12.8155, -13.5354)
F (-20.3454, 13.5906, -13.3507)
F (-21.7977, 13.5062, -14.9991)
F (-20.8976, 11.5093, -14.0296)
F (-23.1580, 12.1042, -13.9067)
F (-21.6684, 12.2311, -12.0223)
F (-22.4522, 14.1783, -12.8808)
C (-23.0434, 20.8298, -11.6028)
C (-24.0753, 20.5358, -12.6530)
N (-24.3716, 19.1634, -12.9544)
C (-25.2880, 18.2986, -12.3636)
C (-25.2302, 17.0096, -12.9521)
N (-24.2626, 17.1480, -13.9223)
C (-23.6225, 18.3569, -13.8042)
C (-23.8666, 16.1103, -14.8049)
H (-22.8603, 21.9039, -11.5737)
H (-22.1187, 20.3166, -11.8668)
H (-23.2792, 20.5105, -10.5877)
H (-23.8155, 21.0357, -13.5861)
H (-25.0627, 20.8806, -12.3459)
H (-26.0009, 18.6109, -11.6148)
H (-25.7754, 16.0968, -12.7630)
H (-22.7063, 18.6468, -14.2970)
H (-24.5000, 16.1020, -15.6920)
H (-23.9189, 15.1470, -14.2975)
H (-22.8196, 16.1287, -15.1076)
C (-22.8017, 16.1081, -10.4224)
C (-21.3158, 15.7681, -10.3119)
N (-20.4274, 16.7241, -11.0024)
C (-19.9592, 16.6766, -12.3539)
C (-19.2382, 17.7696, -12.6415)
N (-19.1929, 18.5096, -11.4509)
C (-19.9054, 17.8513, -10.4832)
C (-18.5473, 19.8258, -11.2892)
H (-23.2711, 16.1812, -11.4034)
H (-22.8645, 17.1114, -10.0008)
H (-23.4551, 15.3898, -9.9273)
H (-21.0523, 14.8003, -10.7386)
H (-20.9889, 15.7631, -9.2721)
H (-20.3351, 15.9072, -13.0119)
H (-18.7168, 18.2200, -13.4732)
H (-19.8877, 18.1279, -9.4394)
H (-17.7917, 19.7689, -10.5058)
H (-19.2208, 20.6251, -10.9799)
H (-18.0308, 20.0780, -12.2154)
C (-19.5405, 10.0754, -8.9164)
C (-20.0092, 11.1451, -9.8790)
N (-19.1367, 12.2931, -9.7697)
C (-18.9426, 12.9574, -8.5664)
C (-18.1439, 14.0383, -8.9134)
N (-17.7948, 13.9894, -10.2697)
C (-18.4106, 12.9119, -10.7755)
C (-17.0801, 15.0202, -10.9773)
H (-19.9603, 9.0847, -9.0905)
H (-19.7856, 10.2677, -7.8718)
H (-18.4632, 9.9171, -8.8676)
H (-21.0733, 11.3808, -9.8890)
H (-19.8856, 10.6830, -10.8584)
H (-19.4182, 12.6658, -7.6416)
H (-17.8568, 14.8492, -8.2604)
H (-18.4156, 12.6152, -11.8140)
H (-17.1520, 15.9857, -10.4766)
H (-17.5491, 15.0940, -11.9585)
H (-16.0184, 14.7795, -11.0313)
C (-20.5104, 8.4376, -12.6852)
C (-22.0240, 8.1014, -12.4802)
N (-22.6790, 7.8371, -13.7097)
C (-22.8395, 8.7514, -14.7330)
C (-23.4907, 8.0592, -15.7558)
N (-23.7182, 6.7852, -15.3742)
C (-23.2522, 6.6305, -14.0896)
C (-24.4484, 5.8299, -16.2144)
H (-20.0787, 7.5303, -13.1078)
H (-20.1119, 8.7190, -11.7104)
H (-20.3246, 9.2839, -13.3464)
H (-22.6069, 8.9765, -12.1927)
H (-22.2276, 7.3352, -11.7322)
H (-22.5327, 9.7805, -14.6178)
H (-23.8618, 8.4551, -16.6896)
H (-23.4078, 5.7456, -13.4904)
H (-24.8963, 5.0871, -15.5543)
H (-23.7161, 5.4160, -16.9076)
H (-25.2637, 6.3864, -16.6767)
C (-24.4155, 13.5500, -17.5842)
C (-23.5681, 14.4793, -18.4237)
N (-24.1319, 14.7274, -19.7264)
C (-23.8609, 14.0245, -20.8995)
C (-24.6611, 14.4716, -21.9280)
N (-25.5332, 15.4321, -21.3400)
C (-25.1347, 15.6066, -20.0533)
C (-26.4891, 16.2839, -21.9927)
H (-25.4344, 13.8849, -17.3897)
H (-24.0077, 13.3438, -16.5947)
H (-24.4342, 12.5616, -18.0435)
H (-22.5185, 14.1852, -18.4234)
H (-23.5962, 15.4721, -17.9748)
H (-23.1056, 13.2542, -20.8485)
H (-24.8000, 14.1408, -22.9467)
H (-25.5574, 16.1861, -19.2459)
H (-26.2099, 16.6810, -22.9687)
H (-26.7746, 17.1851, -21.4500)
H (-27.3761, 15.6759, -22.1707)
C (-18.3187, 10.6117, -15.1905)
O (-17.5336, 11.7687, -15.6396)
C (-18.0133, 13.1190, -15.2903)
C (-16.9890, 14.1683, -15.6360)
N (-15.4928, 13.6593, -15.6234)
H (-15.5409, 12.8683, -14.9971)
H (-15.4078, 13.2060, -16.5219)
C (-14.2821, 14.5530, -15.3147)
C (-12.9849, 13.7391, -15.2459)
O (-12.0590, 14.7186, -15.4881)
C (-10.7713, 14.2052, -15.5666)
H (-19.3117, 10.9284, -15.5095)
H (-18.3120, 10.5339, -14.1033)
H (-18.0405, 9.6601, -15.6434)
H (-18.3257, 13.1830, -14.2480)
H (-18.9313, 13.2193, -15.8694)
H (-17.0169, 14.9982, -14.9300)
H (-17.1641, 14.7021, -16.5701)
H (-14.5454, 14.9857, -14.3495)
H (-14.3374, 15.2456, -16.1546)
H (-13.0051, 12.9381, -15.9849)
H (-12.7651, 13.3601, -14.2479)
H (-10.1976, 14.0961, -14.6463)
H (-10.1615, 14.9511, -16.0765)
H (-10.7953, 13.4241, -16.3266)
C (-20.8986, 10.6903, -17.6078)
O (-19.8410, 9.7728, -17.6988)
C (-19.2245, 9.6498, -18.9752)
C (-18.0558, 10.6348, -19.2534)
N (-16.8309, 10.4172, -18.3317)
H (-16.2682, 11.2550, -18.2929)
H (-17.0555, 10.2850, -17.3559)
C (-15.8907, 9.3926, -18.8884)
C (-16.1988, 7.9703, -18.2312)
O (-16.4061, 8.0790, -16.8552)
C (-15.2112, 8.4354, -16.0782)
H (-21.3579, 10.6895, -16.6192)
H (-21.6643, 10.4315, -18.3391)
H (-20.7148, 11.7459, -17.8082)
H (-19.9903, 9.4946, -19.7351)
H (-18.7560, 8.6667, -19.0202)
H (-18.3980, 11.6069, -18.8986)
H (-17.8800, 10.6019, -20.3286)
H (-14.9406, 9.6687, -18.4311)
H (-15.6271, 9.5212, -19.9382)
H (-15.3414, 7.3167, -18.3917)
H (-17.0626, 7.5316, -18.7306)
H (-15.0943, 9.5191, -16.0642)
H (-14.3430, 7.8659, -16.4096)
H (-15.3853, 8.2340, -15.0212)
C (-31.1232, 9.3501, -14.4540)
O (-30.6569, 10.4921, -15.2500)
C (-30.6324, 10.3793, -16.6685)
C (-29.1462, 10.0656, -17.1791)
N (-28.0495, 10.5680, -16.1476)
H (-27.9694, 11.5734, -16.2007)
H (-28.4781, 10.4103, -15.2468)
C (-26.6034, 10.0700, -16.1819)
C (-25.7851, 10.7630, -15.0924)
O (-26.1786, 10.2102, -13.8693)
C (-25.6573, 10.8889, -12.7445)
H (-30.3965, 8.5382, -14.4856)
H (-32.0817, 9.1101, -14.9143)
H (-31.4231, 9.6646, -13.4544)
H (-31.0282, 11.3251, -17.0385)
H (-31.3665, 9.7349, -17.1521)
H (-28.9082, 10.5443, -18.1290)
H (-28.9766, 8.9890, -17.1687)
H (-26.3395, 10.3584, -17.1994)
H (-26.6674, 8.9872, -16.0750)
H (-25.8050, 11.8412, -15.2509)
H (-24.7237, 10.5316, -15.1817)
H (-25.6466, 11.9482, -13.0012)
H (-24.6772, 10.4614, -12.5332)
H (-26.2121, 10.7798, -11.8126)
C (-18.9336, 22.0350, -14.3863)
O (-19.8137, 20.9842, -14.4394)
C (-20.9992, 21.3824, -15.1018)
C (-20.8378, 21.2663, -16.6214)
N (-20.2706, 19.8883, -17.0562)
H (-21.0984, 19.3737, -16.7916)
H (-20.2989, 19.8701, -18.0656)
C (-18.8787, 19.2954, -16.5646)
C (-18.5899, 17.9653, -17.1050)
O (-19.2829, 16.9511, -16.3978)
C (-19.9146, 15.9656, -17.2109)
H (-18.4053, 22.1989, -15.3255)
H (-18.2147, 21.8456, -13.5891)
H (-19.3668, 22.9757, -14.0462)
H (-21.2849, 22.3630, -14.7213)
H (-21.8850, 20.8087, -14.8290)
H (-20.1422, 21.9641, -17.0874)
H (-21.8009, 21.3097, -17.1300)
H (-18.6581, 19.3125, -15.4973)
H (-18.1807, 20.0130, -16.9960)
H (-17.6735, 17.5624, -16.6738)
H (-18.7395, 18.0297, -18.1828)
H (-20.8748, 16.3794, -17.5188)
H (-20.0983, 15.1420, -16.5209)
H (-19.2546, 15.5352, -17.9640)

Summary:
Total charge: +8
Gap between HOMO and LUMO (eV): 7.50
LUMO energy (Eh): -0.55144
HOMO energy (Eh): -0.8269

***

# 2
Below is a 15-piece molecular cluster, C54H135N3O30P6 overall in a non-equilibrium geometry, with properties calculated with ωB97M-V/def2-TZVPD.

Element x y z (Å)
C (5.1825, -4.5960, -0.0307)
C (4.9060, -3.3306, 0.8161)
N (6.0933, -2.5359, 1.0214)
C (7.1911, -3.2103, 1.7518)
C (8.6237, -2.8379, 1.1760)
C (5.9065, -1.1837, 1.5875)
C (5.0898, -0.3580, 0.5938)
H (5.6557, -4.3730, -0.9439)
H (4.2360, -5.0606, -0.2401)
H (5.6982, -5.3529, 0.5714)
H (4.2207, -2.7338, 0.2666)
H (4.5172, -3.6862, 1.7728)
H (7.0945, -3.0555, 2.8122)
H (6.9936, -4.2559, 1.7027)
H (9.4771, -3.3088, 1.8046)
H (8.7501, -3.3144, 0.1965)
H (8.8935, -1.7412, 1.1146)
H (6.9080, -0.7227, 1.5476)
H (5.4710, -1.1657, 2.6103)
H (5.0562, 0.6749, 0.8918)
H (3.9613, -0.5871, 0.5989)
H (5.3609, -0.4848, -0.4705)
C (0.8214, -9.5128, -1.8479)
C (0.7359, -8.0194, -1.6733)
N (1.7865, -7.2423, -2.4423)
C (3.0558, -7.3009, -1.7795)
C (4.2463, -6.6880, -2.5489)
C (1.3882, -5.9408, -2.9577)
C (1.2665, -4.8877, -1.8246)
H (0.9578, -9.7428, -2.9201)
H (-0.0926, -9.9902, -1.5290)
H (1.6150, -9.9426, -1.2015)
H (-0.2254, -7.6483, -2.1650)
H (0.8084, -7.7855, -0.6434)
H (2.9940, -6.8378, -0.7598)
H (3.2545, -8.3796, -1.6598)
H (5.1541, -7.0345, -2.0759)
H (4.3074, -6.9156, -3.6560)
H (4.3676, -5.6122, -2.5404)
H (0.4426, -6.1222, -3.4281)
H (2.0460, -5.5298, -3.6869)
H (2.2406, -4.5316, -1.6057)
H (0.8992, -5.3011, -0.9042)
H (0.6433, -4.0299, -2.1723)
C (-0.4695, 5.2483, -6.3128)
C (-1.0559, 5.8302, -5.0299)
N (-0.2335, 6.8683, -4.4026)
C (-0.2185, 8.0927, -5.2269)
C (0.9523, 8.9548, -4.7438)
C (-0.5817, 7.0397, -2.9575)
C (0.2648, 6.2784, -1.9920)
H (0.5249, 4.9452, -6.1719)
H (-0.5583, 5.8225, -7.2284)
H (-1.0590, 4.3760, -6.5826)
H (-2.0953, 6.1017, -5.1564)
H (-1.1618, 4.9954, -4.3220)
H (-0.0814, 7.8765, -6.3083)
H (-1.1843, 8.6439, -5.1017)
H (0.8570, 9.9833, -5.1890)
H (1.0807, 8.8827, -3.6745)
H (1.8434, 8.4685, -5.1141)
H (-1.6123, 6.7640, -2.8020)
H (-0.5330, 8.1067, -2.6469)
H (0.0419, 6.5015, -0.8951)
H (1.2511, 6.5871, -2.2741)
H (0.1959, 5.2050, -2.2351)
C (0.9216, -0.3393, 2.6195)
C (0.2423, 0.8918, 3.1065)
O (0.7324, 1.9563, 3.0288)
C (-1.1618, 0.7236, 3.6687)
H (1.8320, -0.0063, 2.1707)
H (0.2653, -0.8063, 1.8503)
H (1.1352, -0.9130, 3.5464)
H (-1.4065, -0.3186, 3.7892)
H (-1.8246, 1.1259, 2.8614)
H (-1.2519, 1.2298, 4.5827)
C (-7.6150, 0.6964, 3.5763)
C (-6.2559, -0.0039, 3.4708)
O (-6.0492, -0.9538, 2.7705)
C (-5.2176, 0.4676, 4.4591)
H (-8.3527, 0.1725, 3.0010)
H (-7.6051, 1.7200, 3.2733)
H (-7.7668, 0.7264, 4.6681)
H (-5.1692, 1.5626, 4.5122)
H (-4.2567, -0.0525, 4.3134)
H (-5.5661, 0.2487, 5.4962)
C (-5.7152, -5.6834, 1.7507)
C (-4.1941, -5.8520, 1.9233)
O (-3.4078, -5.3043, 1.2205)
C (-3.7641, -6.8039, 3.0035)
H (-5.7892, -4.5927, 1.8438)
H (-6.3454, -6.1251, 2.5333)
H (-6.0021, -5.9170, 0.6707)
H (-4.1349, -6.5002, 3.9811)
H (-2.7002, -7.0045, 2.9732)
H (-4.3095, -7.6629, 2.7713)
C (-4.4851, 3.8317, 0.4257)
C (-4.8338, 3.3667, 1.7748)
O (-5.9283, 3.0132, 2.1215)
C (-3.6313, 3.4826, 2.7498)
H (-4.2274, 4.8648, 0.5285)
H (-5.3410, 3.7211, -0.2648)
H (-3.5122, 3.3951, 0.2060)
H (-2.7392, 4.0399, 2.3653)
H (-3.3664, 2.4189, 2.8501)
H (-3.9862, 3.8996, 3.7237)
C (2.9208, 4.4483, -0.6499)
C (3.1475, 5.9141, -0.4660)
O (2.5942, 6.6062, 0.3733)
C (4.1320, 6.5386, -1.3641)
H (2.4128, 4.2648, -1.6156)
H (2.3582, 4.0588, 0.1803)
H (3.8108, 3.9127, -0.7692)
H (3.8305, 7.5239, -1.6173)
H (4.3436, 5.9094, -2.2301)
H (5.1007, 6.6400, -0.7491)
C (-9.6101, 0.4836, -0.2713)
C (-9.1253, 1.4115, -1.3646)
O (-9.3320, 1.2802, -2.5151)
C (-8.4928, 2.6864, -0.8623)
H (-10.3424, 0.9283, 0.3798)
H (-8.8602, 0.3009, 0.4802)
H (-10.1055, -0.4037, -0.5598)
H (-7.4554, 2.4662, -0.5423)
H (-8.9946, 3.0730, 0.0130)
H (-8.4229, 3.4742, -1.6244)
C (3.9126, -6.5484, 4.0725)
O (2.7768, -6.2403, 3.3207)
P (1.4184, -6.7666, 4.0594)
O (1.5378, -7.1688, 5.4333)
O (0.4307, -5.5716, 3.8877)
C (0.1053, -4.8342, 2.7003)
O (0.8697, -7.8115, 3.0364)
C (1.3714, -9.1535, 2.9790)
H (4.7277, -6.7400, 3.3904)
H (3.8942, -7.4883, 4.7316)
H (4.2459, -5.6732, 4.7019)
H (-0.9785, -4.8338, 2.5810)
H (0.5192, -5.3506, 1.8475)
H (0.4184, -3.8120, 2.9058)
H (1.5593, -9.6580, 3.9077)
H (2.4424, -9.0701, 2.5560)
H (0.6663, -9.7687, 2.4615)
C (7.6127, 2.3980, -5.5382)
O (7.1987, 3.0916, -4.4300)
P (5.7032, 2.9017, -3.9327)
O (5.4557, 3.4936, -2.6225)
O (4.8888, 3.4946, -5.1637)
C (3.5641, 4.0604, -4.9176)
O (5.4809, 1.3407, -4.0965)
C (5.0543, 0.5120, -2.9677)
H (8.5920, 2.8174, -5.8735)
H (6.8811, 2.5274, -6.3061)
H (7.7201, 1.3586, -5.2548)
H (3.4361, 4.3287, -3.8739)
H (2.8685, 3.2877, -5.2690)
H (3.4030, 4.9836, -5.4649)
H (4.6885, 1.1865, -2.2283)
H (5.9259, -0.0021, -2.6600)
H (4.3632, -0.1870, -3.4466)
C (-0.8108, 2.4766, -0.9228)
O (-2.0474, 1.7709, -0.9488)
P (-2.2166, 0.2767, -0.5228)
O (-1.2301, -0.2234, 0.4289)
O (-3.7273, 0.2213, -0.0246)
C (-4.8320, -0.3904, -0.6966)
O (-2.2242, -0.4744, -1.9145)
C (-1.8487, -1.9078, -2.0470)
H (-0.8311, 3.4573, -1.3892)
H (-0.0394, 1.9063, -1.4622)
H (-0.5254, 2.6411, 0.1612)
H (-4.9982, -1.3251, -0.1562)
H (-4.7523, -0.5408, -1.7740)
H (-5.7149, 0.2495, -0.5636)
H (-1.0341, -2.0131, -1.3148)
H (-1.5710, -2.1358, -3.0718)
H (-2.7116, -2.5256, -1.7586)
C (2.8621, -0.2427, -5.7358)
O (2.2530, -0.9301, -4.5673)
P (1.4982, 0.1284, -3.7045)
O (2.1834, 1.4798, -3.5010)
O (1.1201, -0.5988, -2.3433)
C (1.9736, -0.6447, -1.1462)
O (0.1137, 0.1964, -4.4803)
C (-0.7675, 1.3455, -4.3909)
H (3.4937, -1.0322, -6.1293)
H (3.3054, 0.6483, -5.3875)
H (2.0712, -0.0288, -6.4243)
H (2.5437, -1.5671, -1.1465)
H (1.3395, -0.6759, -0.2840)
H (2.7405, 0.2033, -1.0731)
H (-0.1501, 2.3109, -4.5940)
H (-1.3757, 1.3385, -3.4235)
H (-1.3848, 1.2202, -5.2910)
C (-0.3089, 5.6609, 1.8233)
O (-0.6968, 6.9760, 2.3096)
P (-1.5214, 7.8868, 1.2441)
O (-2.6188, 7.2151, 0.5640)
O (-0.5231, 8.4928, 0.2485)
C (0.6830, 9.2119, 0.6855)
O (-1.9254, 9.0438, 2.1915)
C (-2.5312, 9.0392, 3.4656)
H (-1.1107, 5.0202, 2.0569)
H (0.6148, 5.3630, 2.2665)
H (-0.2012, 5.6999, 0.7543)
H (1.1428, 8.9199, 1.6670)
H (0.3624, 10.2538, 0.8290)
H (1.4850, 9.1277, -0.0920)
H (-3.6022, 8.9311, 3.2339)
H (-2.3788, 10.0560, 3.8732)
H (-2.1699, 8.1972, 4.1055)
C (-2.8418, -2.3906, 3.2537)
O (-2.4823, -2.7419, 4.5836)
P (-3.3625, -3.5362, 5.5674)
O (-4.2469, -4.5044, 4.9196)
O (-2.3698, -4.0866, 6.6413)
C (-1.4126, -5.1487, 6.2310)
O (-4.0717, -2.3377, 6.3731)
C (-5.3632, -2.5719, 6.9644)
H (-1.8950, -2.1658, 2.7279)
H (-3.5519, -1.5245, 3.2573)
H (-3.3132, -3.2649, 2.8009)
H (-0.4083, -4.8767, 6.3249)
H (-1.5833, -5.2850, 5.1416)
H (-1.5180, -6.1469, 6.7724)
H (-6.1206, -2.7604, 6.1872)
H (-5.5406, -1.6728, 7.5506)
H (-5.3712, -3.3891, 7.6453)

Summary:
Total charge: 0
Gap between HOMO and LUMO (eV): 8.64
LUMO energy (Eh): 0.01714
HOMO energy (Eh): -0.3003